No. 1
Formula: C10H5ClNO5Pb
Source: the OMol25 dataset
Level of theory: ωB97M-V/def2-TZVPD

Geometry as XYZ:
```
23
Properties=species:S:1:pos:R:3:forces:R:3
O 3.96805 2.18404 -2.54663 -2.91 -0.62 0.33
C 2.86136 1.94377 -2.40099 2.76 0.60 -0.26
Pb -0.89772 1.04324 -1.24358 1.83 -0.52 -0.53
O -0.08681 3.25991 1.43382 -0.59 -2.23 -3.53
C -0.28577 2.65414 0.48004 0.80 3.80 5.07
C -3.13423 0.59066 -0.44624 -5.65 -1.73 2.58
O -4.10877 0.17126 0.00144 4.03 1.70 -1.94
C -1.44527 -0.71253 -2.99899 0.15 -2.36 -2.94
O -1.96169 -1.41747 -3.79478 1.18 1.87 2.18
C -1.56602 2.86210 -2.87341 -1.75 3.93 -2.81
O -1.91048 3.73687 -3.52266 1.25 -3.00 2.13
H -0.24635 -0.51279 -2.93723 -1.26 -0.93 -0.87
Cl -1.04224 -3.53102 2.86551 1.25 1.33 -0.46
C -0.02567 -2.27678 2.28501 -0.91 -2.06 1.16
C 1.27579 -2.05254 2.75878 1.08 0.52 0.08
C 2.06183 -1.04935 2.19466 -0.61 -0.87 0.47
C 1.50192 -0.26699 1.17664 -0.03 -0.41 0.28
N 0.24671 -0.49366 0.75025 -1.33 -0.28 -0.36
C -0.51212 -1.48029 1.25265 0.48 1.94 -1.52
H 1.63228 -2.68662 3.54782 0.34 -0.15 0.31
H 3.07872 -0.86553 2.50098 0.14 -0.10 0.23
H 2.09472 0.53105 0.70371 -0.42 -0.34 0.15
H -1.49824 -1.63148 0.81320 0.17 -0.09 0.26
```
Positions in Å, forces in eV/Å.

Output
**HOMO level (alpha / beta)**: -21.48 / -19.92 eV
**Charge**: +3
**Energy above the lowest of the compared OMol25 structures with the same formula, charge and spin**: 0.000 eV

***

No. 2
Formula: C10H62MnO26
Source: the OMol25 dataset
Level of theory: ωB97M-V/def2-TZVPD

Geometry as XYZ:
```
99
Properties=species:S:1:pos:R:3:forces:R:3
Mn 0.04387 -0.16305 0.59879 -0.50 0.00 0.36
O 1.31031 3.60220 2.07780 -0.21 0.00 0.17
H 0.93184 3.92134 2.89702 -0.32 0.22 0.13
H 1.93609 4.28001 1.82244 0.34 0.30 -0.21
O -1.61748 1.11850 0.41396 -0.09 0.29 0.15
H -2.47993 0.77557 0.17984 -0.82 -0.61 0.35
H -1.62565 2.02290 0.10057 0.35 0.72 -0.53
O 3.23567 2.30614 -1.33952 -0.83 0.39 -0.91
H 3.75137 1.86840 -0.66227 0.64 -0.35 0.86
H 3.88684 2.66975 -1.93952 0.04 0.23 -0.23
O -1.64814 1.94889 3.94604 0.18 0.06 -0.07
H -1.04192 2.64282 4.20527 0.09 0.20 0.18
H -2.48678 2.20781 4.32798 -0.37 -0.07 0.06
O 1.60864 -1.50288 0.78907 0.12 -0.66 -0.01
H 2.34559 -1.37948 1.38733 0.79 0.26 0.85
H 1.96721 -2.02442 0.07098 0.16 -0.05 -0.89
O 0.03392 0.25403 2.69950 0.33 0.02 -0.32
H -0.65150 0.79917 3.08584 -0.84 0.46 0.16
H 0.45234 -0.17161 3.44783 0.46 -0.22 0.60
O 3.20294 1.87005 3.01891 0.37 -0.57 0.42
H 2.27228 2.07841 2.93709 -0.42 0.05 -0.36
H 3.52707 2.47670 3.68460 0.34 0.12 0.23
O -4.72479 0.13951 -1.88842 0.07 -0.20 0.02
H -5.04941 0.96758 -2.24218 -0.29 0.16 -0.07
H -3.77938 0.17008 -2.03502 0.44 0.08 -0.22
O 1.14607 1.56313 0.28310 0.25 0.09 -0.03
H 1.74967 1.68051 -0.45046 0.35 0.09 -0.83
H 1.25533 2.35305 0.81256 -0.27 0.35 0.46
O 4.50291 1.35774 0.71403 0.50 -0.38 -0.34
H 4.15693 1.44954 1.60178 -0.42 0.40 0.49
H 5.14285 0.64877 0.77800 0.29 -0.22 -0.17
O -0.16893 -3.02329 -2.61453 0.18 0.06 0.11
H 0.21784 -2.89210 -3.48023 0.20 -0.03 -0.35
H -0.96039 -3.53546 -2.78040 -0.34 -0.25 0.08
O -0.02310 -0.57809 -1.40155 0.34 0.09 -0.31
H 0.03546 -1.47336 -1.73518 -0.11 -0.88 -0.19
H -0.34187 -0.06551 -2.14443 -0.41 0.60 -0.24
O -0.63944 -4.55559 0.96615 -0.19 0.04 -0.10
H 0.29338 -4.77017 0.97202 0.37 -0.09 -0.07
H -0.94406 -4.78530 1.84403 -0.11 -0.36 0.31
O -2.87104 -2.42093 3.13721 0.18 0.11 -0.06
H -2.86052 -3.37776 3.16144 -0.19 -0.33 0.02
H -3.22512 -2.16319 3.98834 -0.13 0.13 0.28
O -1.12571 -1.89265 1.10744 -0.19 0.69 -0.23
H -1.06422 -2.84718 1.07101 0.46 -0.73 -0.42
H -1.60065 -1.71356 1.91898 -0.66 0.13 0.48
O -3.80865 -0.39785 0.89406 0.45 0.50 0.20
H -3.99321 -1.27715 0.56392 -0.29 -0.58 -0.09
H -4.43446 -0.27313 1.60753 -0.20 0.08 0.10
C 0.03556 1.25957 -4.40144 -0.33 1.10 1.04
C -1.48492 0.96174 -4.38262 1.01 1.86 -1.59
O -1.87600 -0.02791 -3.54177 -0.29 -2.34 2.31
O 0.44123 1.94801 -3.16254 -1.06 -1.21 -0.60
H 0.29144 1.94514 -5.20928 -0.25 -0.26 -0.32
H 0.53575 0.30303 -4.55290 0.38 -0.07 0.16
H -1.74349 0.65345 -5.39563 -0.09 0.57 -0.29
H -2.07219 1.81898 -4.05343 0.31 0.49 -0.52
H -2.03695 -0.85442 -4.00281 0.03 0.02 -0.04
H 1.37880 2.15433 -3.16268 0.19 -0.08 -0.17
C -2.08744 4.80767 -0.15380 1.08 1.57 -1.14
C -0.83809 5.78923 -0.27016 0.13 -0.35 -0.03
O -0.53901 6.19545 -1.62018 -1.24 -0.92 -0.02
O -1.91828 3.68384 -1.01333 -0.04 -0.09 0.77
H -2.98730 5.34285 -0.45702 -0.06 0.19 0.00
H -2.24959 4.49599 0.87803 0.37 -0.20 -0.05
H 0.06851 5.27066 0.04171 -0.12 -0.36 0.47
H -0.97902 6.63911 0.39763 -0.21 0.12 -0.05
H -0.09235 7.03825 -1.72872 -0.12 0.07 0.58
H -1.74328 4.06275 -1.87786 0.22 -0.16 -0.34
C -4.21029 -3.21424 -1.41364 -0.47 -0.94 0.57
C -3.31584 -4.03538 -0.48543 -0.38 0.65 0.03
O -3.85641 -5.31183 -0.22932 0.27 -0.14 -0.23
O -5.15257 -2.41494 -0.68242 1.21 -0.17 -0.31
H -4.78498 -3.90639 -2.02907 0.14 -0.06 -0.20
H -3.55988 -2.61796 -2.05357 -0.14 0.38 -0.09
H -3.24632 -3.49645 0.45947 0.06 0.27 0.16
H -2.30687 -4.04512 -0.89772 0.11 -0.45 -0.09
H -3.12411 -5.93103 -0.18528 -0.09 -0.21 0.05
H -4.93484 -1.53739 -1.00507 -0.93 0.74 -0.10
C 4.12008 -0.47210 -2.94040 0.02 -1.46 -1.26
C 2.78143 -1.26732 -2.91806 0.75 1.91 0.92
O 2.70375 -2.13843 -1.79318 0.06 -0.79 -0.37
O 5.27991 -1.23886 -3.31841 -0.88 0.28 0.29
H 4.29379 0.04057 -1.99431 -0.25 -0.01 -0.01
H 3.99507 0.22602 -3.76811 0.11 0.40 0.22
H 2.52236 -1.74715 -3.86185 0.38 -0.20 -0.01
H 2.05118 -0.48296 -2.71903 -0.29 0.07 -0.20
H 2.65802 -3.02112 -2.16784 0.08 -0.31 0.35
H 5.37774 -1.94805 -2.67882 0.15 -0.13 0.12
C 3.40653 -1.73425 3.95412 -0.28 -1.65 -0.03
C 1.95947 -1.87950 4.39080 1.56 -0.98 0.09
O 1.47907 -0.65702 4.83542 -1.07 1.38 -0.23
O 3.53317 -1.09071 2.67208 0.14 0.09 1.49
H 3.85169 -2.72489 3.86154 -0.01 -0.06 -0.15
H 3.89943 -1.28963 4.81868 0.61 0.72 -0.50
H 1.93910 -2.54614 5.25293 -0.15 -0.66 -0.35
H 1.41448 -2.25831 3.52617 -0.59 0.12 0.28
H 1.83766 -0.46374 5.70471 -0.06 0.06 0.06
H 3.44468 -0.17196 2.93605 -0.04 0.86 -0.52
```
Positions in Å, forces in eV/Å.

Output
**HOMO level (alpha / beta)**: -13.49 / -14.02 eV
**Charge**: +2
**2S+1**: 6

***

No. 3
Formula: C10H6AuNO5
Source: the OMol25 dataset
Level of theory: ωB97M-V/def2-TZVPD

Geometry as XYZ:
```
23
Properties=species:S:1:pos:R:3:forces:R:3
O 0.09604 -0.00020 -5.62112 -2.47 -0.06 4.93
C -0.41547 -0.01275 -4.57385 2.27 0.07 -5.13
Au -0.66967 -0.02355 -1.57151 2.69 -0.39 2.05
O 2.05598 -0.19792 -2.98785 -4.76 2.46 6.93
C 1.35191 0.13984 -2.05936 7.09 -2.51 -7.86
C -2.55288 -0.00554 -1.11441 -4.17 -0.29 1.79
O -3.48489 -0.04903 -0.40363 0.73 0.08 -0.71
C -0.60324 -2.11008 -1.34721 -0.08 -3.47 -0.47
O -0.81945 -3.22356 -1.33474 0.44 2.66 0.15
C -0.75189 2.05953 -1.32610 0.14 2.52 -0.35
O -0.95698 3.16095 -1.35970 0.02 -1.02 0.19
H -2.54027 -0.08251 -2.22905 -1.89 -0.03 -1.44
C 1.32563 0.04566 3.40389 0.58 0.11 1.06
C 1.62652 1.04748 2.49367 -0.25 0.07 -0.76
C 1.02571 1.01649 1.21901 0.36 -0.59 1.04
N 0.18981 0.00047 0.88341 -0.01 -0.20 0.78
C -0.13530 -0.98051 1.77873 0.98 0.86 0.94
C 0.44410 -0.96812 3.07076 -0.52 -0.10 -0.89
H 1.80125 0.05905 4.41356 -0.47 -0.02 -0.96
H 2.32122 1.85730 2.74112 -0.36 -0.31 -0.13
H 1.31014 1.84572 0.55035 -0.54 -0.74 -0.14
H -0.81857 -1.81619 1.58990 0.16 0.61 -0.65
H 0.20031 -1.76255 3.78412 0.05 0.30 -0.39
```
Positions in Å, forces in eV/Å.

Output
**HOMO level (alpha / beta)**: -16.12 / -17.21 eV
**Charge**: +2
**2S+1**: 3

***

No. 4
Formula: C10H6BrO4
Source: the OMol25 dataset
Level of theory: ωB97M-V/def2-TZVPD

Geometry as XYZ:
```
21
Properties=species:S:1:pos:R:3:forces:R:3
C -2.16622 2.60648 -0.97924 2.03 -2.66 1.37
C 3.13380 -0.59705 0.84813 -3.67 0.55 0.85
C -1.64105 1.42464 -1.59958 -0.06 -0.57 3.04
C 2.33934 -0.96986 -0.26187 -0.64 0.63 1.60
C -1.88547 2.50824 0.34805 -0.87 1.01 -0.12
C 2.17349 -0.30248 1.81276 1.55 -1.23 -2.66
C -1.21483 0.65473 -0.54316 1.21 -2.65 -1.47
C 1.00594 -0.93957 0.09569 1.93 -0.60 -0.40
C -1.24929 -2.34001 0.32608 0.75 0.92 0.20
C -0.17154 -1.44952 -0.54992 -1.97 3.23 1.06
O -1.20470 -2.10834 1.53960 -0.07 -0.25 -0.65
O -1.89123 -3.06398 -0.40827 -0.79 -0.87 -0.31
O -1.31784 1.28139 0.61208 -0.51 1.10 1.20
O 0.94080 -0.55909 1.36790 -0.47 0.48 0.85
Br 0.06268 -1.83539 -2.36017 -0.05 -0.10 -0.35
H -2.32500 3.48575 -1.42775 -1.31 3.07 -1.67
H 4.16443 -0.59979 0.97518 1.52 0.10 0.06
H -1.66486 1.01587 -2.53930 -0.16 -0.32 -2.27
H 2.74308 -1.17917 -1.16264 0.79 -0.86 -2.85
H -2.13652 3.31764 1.08778 0.75 -1.63 -0.30
H 2.30499 -0.35047 2.81863 0.03 0.66 2.82
```
Positions in Å, forces in eV/Å.

Output
**HOMO level (alpha / beta)**: -4.46 / -4.46 eV
**Charge**: -1
**Energy above the lowest of the compared OMol25 structures with the same formula, charge and spin**: 2.866 eV

***

No. 5
Formula: C10H6N7O6
Source: the OMol25 dataset
Level of theory: ωB97M-V/def2-TZVPD

Geometry as XYZ:
```
29
Properties=species:S:1:pos:R:3:forces:R:3
C -0.55007 1.91073 1.87754 0.51 1.77 0.09
C -0.73705 0.46220 1.75711 0.05 -2.51 0.24
N 0.05815 -0.62459 2.04775 -1.04 1.83 -0.54
C -0.73833 -1.72133 1.86624 -1.97 0.37 -0.47
C -2.02712 -1.29265 1.47600 3.18 -1.27 0.51
N -1.98648 0.05521 1.35726 -0.32 -3.78 0.53
H -1.38531 2.32113 1.26367 0.82 0.27 0.44
H -0.68041 2.28364 2.92393 -0.02 -0.44 -0.68
H 0.42119 2.35780 1.51996 -0.92 -0.77 0.13
H -0.46109 -2.77923 2.00963 0.24 0.93 0.05
H -2.92266 -1.86345 1.38245 -0.34 -0.23 -0.24
O -8.64331 -0.80609 -0.01219 1.64 -0.04 0.39
N -7.69144 -0.77233 0.76113 1.13 0.35 1.50
C -6.29276 -0.81965 0.74949 -2.51 1.37 0.07
C -5.84453 -0.57530 2.09956 -1.35 0.18 1.91
N -6.91667 -0.61589 2.95264 2.07 0.57 -1.44
O -8.03143 -0.59322 2.16258 0.00 -1.32 -1.46
C -4.54465 -0.01289 2.40443 0.81 -0.92 1.14
N -3.95936 0.11166 3.75050 -0.03 0.88 0.19
O -4.25455 -0.70945 4.67051 0.53 2.11 -2.31
O -3.13683 1.09529 3.89714 -1.88 -2.77 -0.17
C -3.72200 0.47118 1.31899 3.69 2.89 2.11
C -4.16088 0.12917 0.02544 0.43 0.68 -3.25
N -3.56634 0.54199 -1.17236 -1.09 -0.39 2.68
O -2.44665 0.92600 -1.44615 -0.56 0.13 -0.15
O -4.54176 0.46433 -2.14480 0.07 -0.45 -0.03
N -5.69949 -0.06763 -1.63754 0.29 -1.21 2.83
C -5.43745 -0.34616 -0.30223 -0.29 1.12 -3.77
H -3.08499 1.38515 1.46163 -3.11 0.67 -0.28
```
Positions in Å, forces in eV/Å.

Output
**HOMO level**: -4.89 eV
**Charge**: -1

***

No. 6
Formula: C10H6O3
Source: the OMol25 dataset
Level of theory: ωB97M-V/def2-TZVPD

Geometry as XYZ:
```
19
Properties=species:S:1:pos:R:3:forces:R:3
O 3.83843 -0.60983 0.37993 -2.53 3.30 -1.72
C 3.15718 0.32713 -0.11108 3.10 -2.08 1.00
C 1.64502 0.39510 -0.01098 1.36 1.57 -0.30
C 1.08518 1.62905 -0.00317 2.23 3.58 -1.56
O -0.20268 1.88677 -0.04205 -0.45 2.19 0.39
C -1.08006 0.92081 0.00819 -1.04 -5.13 -0.37
C -2.47407 1.11856 0.08221 2.66 -0.20 -0.17
C -3.34252 0.10234 0.07235 -4.72 0.25 -0.05
C -2.92747 -1.23742 0.03550 1.07 3.40 -0.14
C -1.62688 -1.51172 0.00086 0.92 7.87 -0.90
C -0.63860 -0.42907 -0.07008 -1.75 -0.31 0.65
C 0.77685 -0.75568 -0.08630 2.33 -5.33 -0.49
O 1.27071 -1.97231 -0.21580 -2.56 5.13 0.57
H 3.77604 1.18917 -0.68400 -1.71 -1.45 1.13
H 1.59232 2.80145 -0.20050 -0.77 -4.11 0.93
H -2.72481 2.09979 0.09703 -1.35 2.83 0.16
H -4.57197 0.43429 0.11407 3.78 -1.30 -0.15
H -3.55744 -1.98824 -0.04400 -3.29 -3.35 0.15
H -1.21369 -2.32811 0.23582 2.72 -6.87 0.88
```
Positions in Å, forces in eV/Å.

Output
**HOMO level**: -9.42 eV
**Structure (SMILES)**: O=Cc1coc2ccccc2c1=O
**Charge**: 0
**Energy above the lowest of the compared OMol25 structures with the same formula, charge and spin**: 3.405 eV

***

no.,E_tot (eV)
1,-39910.9385
2,-95920.5524
3,-25861.5006
4,-88696.1747
5,-33170.2525
6,-16605.7969